135
Properties=species:S:1:pos:R:3:forces:R:3:mulliken_spin:R:1 method="wB97M-V/def2-TZVPD" total_charge=+1 multiplicity=2 max_force_ev_per_a=4.57 homo_ev="-9.84 / -9.84"
O -8.520 -9.115 3.951 -0.11 0.25 0.33 0.0000
S -7.519 -8.720 3.015 0.77 0.62 -2.00 0.0000
O -6.843 -7.411 3.081 -1.04 -3.28 0.08 0.0000
O -6.415 -9.933 2.974 -0.13 1.19 -0.18 0.0000
C -6.794 -11.329 3.077 0.79 -0.40 0.79 0.0000
C -5.694 -11.969 3.978 -0.66 1.40 -0.47 0.0000
C -8.197 -8.923 1.314 0.22 0.80 0.64 0.0000
H -6.759 -11.814 2.102 -0.25 0.40 -0.21 0.0000
H -7.780 -11.433 3.529 0.03 0.16 -0.03 0.0000
H -5.420 -11.140 4.630 -0.08 -0.30 0.55 0.0000
H -4.787 -12.145 3.399 -0.17 -0.56 -0.01 0.0000
H -6.088 -12.813 4.543 0.32 -0.08 -0.18 0.0000
H -8.652 -9.900 1.151 0.21 0.01 0.33 0.0000
H -7.410 -8.711 0.591 0.11 -0.17 0.21 0.0000
H -8.953 -8.148 1.195 -0.06 -0.05 0.15 0.0000
O -1.822 -19.206 6.686 -1.64 0.76 -0.60 0.0000
S -3.006 -18.441 6.318 1.74 2.28 -1.18 0.0000
O -3.728 -17.709 7.345 0.59 -0.85 -1.08 -0.0002
O -2.572 -17.245 5.153 -1.47 -0.60 3.71 0.0000
C -1.564 -17.481 4.197 0.43 -0.15 -0.06 0.0000
C -0.665 -16.230 4.016 -1.51 -0.72 -1.03 0.0000
C -4.103 -19.352 5.252 0.55 -0.02 1.10 0.0000
H -2.193 -17.724 3.341 0.88 0.05 -0.81 0.0000
H -0.999 -18.357 4.515 0.27 0.00 -0.20 0.0000
H -0.180 -15.887 4.930 0.16 -0.28 -0.25 0.0000
H -1.289 -15.446 3.587 -0.21 0.31 0.50 0.0000
H -0.033 -16.432 3.152 0.72 -0.17 0.50 0.0000
H -4.169 -20.297 5.790 -0.39 -0.24 -0.46 0.0000
H -3.583 -19.430 4.297 -0.26 -0.19 0.08 0.0000
H -5.047 -18.806 5.217 0.15 -0.16 -0.14 0.0000
O -2.943 -7.028 5.293 2.49 -0.50 2.73 0.0000
S -1.994 -7.200 6.433 -0.27 -0.03 -1.42 0.0000
O -1.831 -8.531 7.057 -0.46 2.62 -0.86 0.0000
O -0.417 -6.830 5.987 -2.60 -1.35 1.15 0.0000
C -0.203 -5.653 5.228 0.26 0.52 -0.61 0.0000
C 1.318 -5.592 5.080 -0.53 0.58 1.09 0.0000
C -2.359 -5.841 7.614 -0.14 -0.11 0.10 0.0000
H -0.554 -4.781 5.779 0.01 0.10 0.12 0.0000
H -0.792 -5.691 4.312 0.27 -0.21 -0.22 0.0000
H 1.763 -6.587 5.055 -0.08 0.10 -0.89 0.0000
H 1.660 -5.221 6.046 0.24 0.21 0.04 0.0000
H 1.619 -4.850 4.341 0.16 -0.51 -0.23 0.0000
H -3.319 -5.984 8.110 0.10 -0.76 0.00 0.0000
H -2.510 -4.882 7.119 0.39 -0.29 -0.65 0.0000
H -1.577 -5.718 8.362 0.06 -0.40 -0.14 0.0000
O -5.821 -19.543 11.318 2.27 2.08 0.06 0.0003
S -4.693 -18.587 11.303 -0.73 -0.90 0.63 0.0055
O -4.932 -17.194 10.860 0.60 -2.22 1.42 0.0010
O -3.975 -18.572 12.883 -1.80 2.19 -3.58 0.0000
C -3.888 -19.787 13.547 0.55 -1.59 1.14 -0.0001
C -2.428 -20.176 13.670 0.28 0.19 0.42 0.0000
C -3.302 -19.297 10.334 -1.12 0.71 0.67 0.0005
H -4.463 -20.604 13.110 -0.11 0.23 -0.50 0.0000
H -4.321 -19.667 14.540 -0.05 0.20 0.05 0.0001
H -1.866 -19.973 12.758 -0.18 -0.55 -0.24 0.0000
H -2.374 -21.212 14.005 0.31 -0.02 -0.24 0.0000
H -1.891 -19.562 14.394 -0.27 0.03 0.29 0.0000
H -2.928 -20.143 10.911 0.00 0.13 -0.18 0.0000
H -2.595 -18.474 10.232 0.09 -0.29 -0.06 0.0001
H -3.726 -19.600 9.377 0.10 0.09 0.10 0.0000
O -0.257 -13.381 9.396 -2.03 -0.87 0.22 0.0000
S -1.673 -13.671 9.614 0.99 0.58 -0.21 -0.0002
O -2.284 -13.206 10.852 0.18 -0.64 -1.35 0.0015
O -2.522 -12.994 8.413 0.17 0.27 1.97 -0.0012
C -2.025 -12.962 7.085 0.16 0.00 -1.74 0.0000
C -2.591 -11.737 6.289 0.16 -1.09 0.23 0.0000
C -2.069 -15.465 9.380 0.65 1.68 -0.10 -0.0036
H -2.243 -13.964 6.717 -0.71 0.15 -0.85 0.0000
H -0.944 -12.964 6.948 0.25 0.55 1.04 0.0000
H -2.471 -10.793 6.819 0.12 -0.18 0.15 0.0000
H -3.629 -11.833 5.972 -0.07 -0.17 0.31 0.0000
H -2.016 -11.657 5.366 0.12 0.00 0.00 0.0000
H -3.112 -15.590 9.671 0.28 -0.26 0.16 0.0028
H -1.310 -15.981 9.968 -0.35 -0.14 0.13 0.0001
H -1.928 -15.685 8.322 -0.04 -0.02 0.05 0.0002
O -7.761 -11.291 9.930 0.55 -1.68 -1.95 -0.0004
S -7.766 -11.933 8.612 -0.59 0.34 -0.75 0.0045
O -7.497 -11.132 7.413 -0.46 -1.58 2.06 -0.0004
O -6.711 -13.221 8.611 -1.21 1.22 2.70 0.0006
C -6.168 -13.726 7.433 -0.11 -0.71 -2.51 0.0007
C -5.428 -15.067 7.636 -0.31 1.65 0.52 -0.0030
C -9.392 -12.885 8.463 0.53 0.86 0.29 -0.0004
H -5.581 -12.923 6.989 0.44 -0.33 -0.07 0.0001
H -6.961 -13.951 6.720 -0.36 0.29 -0.15 0.0000
H -4.835 -15.282 6.747 0.17 0.09 0.20 0.0000
H -6.103 -15.907 7.797 0.01 0.16 0.22 0.0001
H -4.818 -14.845 8.512 0.44 -0.77 -0.06 0.0027
H -9.804 -12.719 7.468 0.26 -0.13 0.04 0.0000
H -10.082 -12.481 9.203 0.21 0.43 -0.07 -0.0001
H -9.301 -13.939 8.726 0.53 0.07 -0.36 -0.0001
O -4.773 -8.718 12.113 2.62 -0.94 -2.67 0.0002
S -3.818 -8.655 10.968 -1.38 0.32 2.00 0.0000
O -3.806 -7.354 10.314 0.74 -1.63 0.00 0.0001
O -2.293 -9.107 11.520 -3.73 0.75 0.01 -0.0002
C -1.202 -8.683 10.734 0.91 -0.55 -0.30 0.0000
C -0.591 -9.973 10.132 0.63 1.59 0.08 -0.0001
C -4.119 -10.061 9.759 0.14 0.76 0.98 0.0013
H -0.523 -8.175 11.418 0.11 -0.18 0.07 0.0000
H -1.538 -7.923 10.029 0.17 -0.24 -0.35 0.0000
H 0.479 -9.794 10.022 0.11 -0.10 -0.27 0.0000
H -1.001 -10.152 9.138 -0.09 -0.46 0.19 0.0000
H -0.674 -10.785 10.854 -0.33 -0.05 -0.35 0.0000
H -5.113 -9.983 9.320 0.01 0.28 0.22 0.0001
H -4.035 -10.953 10.380 0.04 0.04 -0.07 -0.0025
H -3.360 -10.089 8.977 0.08 0.33 0.21 0.0001
C -0.387 -9.547 3.631 0.27 -0.16 -1.09 0.0000
S -1.545 -8.461 2.743 -1.04 0.25 -2.17 0.0000
O -1.446 -8.572 1.193 0.37 -0.34 2.92 0.0000
C -3.118 -9.325 3.104 -0.18 -0.09 0.35 0.0000
H -0.328 -9.278 4.685 -0.41 -0.18 -0.01 0.0000
H 0.590 -9.340 3.192 0.03 0.20 -0.05 0.0000
H -0.590 -10.591 3.393 -0.17 -0.08 0.39 0.0000
H -3.086 -10.368 2.789 0.29 0.05 -0.29 0.0000
H -3.929 -8.815 2.584 0.35 0.12 -0.29 0.0000
H -3.437 -9.309 4.146 0.53 0.21 0.22 0.0000
C -5.153 -13.009 12.076 -0.40 -0.84 0.13 0.0513
S -5.871 -14.658 12.593 -1.27 1.76 0.94 0.2264
O -6.083 -14.560 14.121 -0.02 -0.40 -2.64 0.6283
C -7.498 -14.671 11.621 -0.43 0.04 0.91 0.0608
H -4.254 -12.888 12.682 0.05 0.00 -0.38 0.0069
H -5.890 -12.225 12.250 -0.18 -0.20 0.30 0.0082
H -5.020 -13.110 10.999 0.44 -0.07 0.07 0.0065
H -7.975 -13.693 11.683 0.60 0.40 0.18 0.0045
H -8.216 -15.332 12.106 0.49 -0.43 0.15 -0.0005
H -7.407 -14.924 10.564 0.83 -0.20 0.21 -0.0023
C -0.616 -11.769 13.603 -0.76 -0.11 0.95 0.0001
S 0.052 -10.146 14.090 -0.39 1.92 -0.24 0.0000
O -1.037 -9.116 14.484 1.69 -2.54 -0.42 0.0000
C 0.893 -10.662 15.626 -0.42 -0.02 0.13 0.0000
H -1.153 -12.154 14.469 -0.11 -0.16 0.07 0.0000
H 0.175 -12.477 13.354 0.24 0.33 -0.03 0.0000
H -1.329 -11.714 12.780 0.23 0.42 -0.04 -0.0002
H 1.547 -9.854 15.954 -0.34 0.18 -0.09 0.0000
H 1.526 -11.547 15.564 -0.21 -0.11 -0.51 0.0000
H 0.093 -10.839 16.344 0.09 0.09 0.17 0.0000